1.
Here is a molecular structure, C21H47BrCl10O2Ta from the Open Molecules 2025 dataset. Energies are from the ωB97M-V functional and the def2-TZVPD basis.

Cartesian coordinates (Å):
C -2.241 4.863 -1.367
C -3.072 3.763 -2.255
C -2.896 2.205 -1.776
C -3.263 1.917 -0.202
O -4.273 0.831 -0.168
Ta -3.293 -1.086 0.233
C -3.105 -0.404 2.433
C -1.889 -1.087 3.290
C -0.592 -0.105 3.549
Br -1.150 1.603 4.490
O -2.302 -2.962 0.553
C -0.866 -2.904 0.212
C 0.039 -4.121 0.835
C 0.853 -3.752 2.209
C 1.970 -2.561 2.055
H -2.399 5.917 -1.905
H -1.077 4.692 -1.346
H -2.662 5.011 -0.272
H -2.631 3.830 -3.362
H -4.191 4.097 -2.328
H -1.814 1.811 -1.988
H -3.678 1.572 -2.417
H -3.694 2.901 0.316
H -2.280 1.657 0.411
H -1.675 -0.321 -0.277
H -3.642 -1.585 -1.517
H -4.959 -1.831 0.693
H -3.067 0.789 2.416
H -4.116 -0.658 3.014
H -2.336 -1.325 4.371
H -1.491 -2.107 2.879
H 0.055 0.096 2.579
H 0.103 -0.669 4.338
H -0.350 -1.883 0.482
H -0.812 -3.025 -0.974
H 0.830 -4.534 0.044
H -0.676 -5.042 1.093
H 0.181 -3.490 3.131
H 1.453 -4.736 2.515
H 2.434 -2.397 3.143
H 2.874 -2.910 1.372
H 1.544 -1.518 1.730
Cl 1.965 6.366 -2.373
C 2.582 5.891 -0.771
C 2.948 4.417 -0.711
Cl 1.513 3.365 -0.795
H 1.824 6.150 -0.025
H 3.469 6.503 -0.580
H 3.446 4.196 0.238
H 3.623 4.136 -1.524
Cl -2.447 -7.046 2.983
C -3.542 -6.036 2.008
C -3.916 -6.700 0.692
Cl -2.535 -6.799 -0.428
H -3.057 -5.067 1.847
H -4.440 -5.870 2.610
H -4.691 -6.115 0.188
H -4.302 -7.712 0.847
Cl 5.641 -1.605 2.402
C 5.445 0.101 2.873
C 3.982 0.501 2.987
Cl 3.171 0.540 1.401
H 5.976 0.718 2.141
H 5.940 0.221 3.841
H 3.904 1.508 3.407
H 3.427 -0.183 3.636
Cl 5.416 3.964 -4.109
C 6.560 4.347 -2.799
C 7.189 3.097 -2.204
Cl 6.012 2.122 -1.289
H 6.026 4.929 -2.041
H 7.336 4.984 -3.232
H 7.981 3.377 -1.502
H 7.630 2.460 -2.977
Cl -1.603 -0.624 -3.127
C -2.475 -1.761 -4.185
C -2.492 -1.299 -5.634
Cl -3.503 0.149 -5.865
H -3.488 -1.884 -3.789
H -1.960 -2.723 -4.107
H -2.914 -2.084 -6.269
H -1.485 -1.073 -5.996

Force components x, y, z for each atom (eV/Å):
-0.377 1.067 -0.452
1.063 0.050 -0.381
-0.777 0.117 -0.027
-0.078 0.688 -0.165
3.442 -1.218 0.797
-0.781 0.589 0.762
-0.546 0.279 1.213
-0.281 0.827 1.381
0.563 -2.311 0.061
0.528 -1.033 -0.780
1.135 2.826 -0.323
0.899 -0.734 -1.339
-0.432 -0.630 0.717
0.872 -0.382 -0.002
0.356 -0.395 0.939
0.370 -2.139 1.161
-2.378 0.059 0.029
0.936 -0.575 -2.215
-0.993 -0.130 2.280
2.019 -0.790 0.335
-2.065 0.920 0.280
1.886 1.221 1.437
0.570 -2.025 -1.136
-1.993 0.463 -1.320
0.096 -0.061 -0.020
-0.413 -0.189 0.169
0.153 -0.147 -0.256
0.173 -2.518 0.266
2.074 0.590 -1.235
1.177 0.439 -2.149
-0.730 2.003 0.436
-1.622 0.034 2.029
-1.415 1.421 -1.740
-1.155 -1.927 -0.449
0.037 0.424 2.415
-1.693 1.103 1.597
1.486 1.996 -0.650
0.950 -0.516 -1.942
-1.273 2.061 -0.566
-0.895 -0.309 -2.270
-2.028 0.914 1.223
0.755 -2.300 0.404
-0.028 0.002 -0.012
0.113 -0.107 0.289
0.108 0.093 0.032
0.084 0.053 -0.041
0.094 -0.144 -0.221
-0.072 -0.136 -0.054
-0.097 0.086 -0.096
-0.214 0.068 0.081
0.124 -0.117 0.059
-0.281 0.359 -0.266
-0.277 0.091 0.225
0.026 -0.103 -0.026
-0.037 -0.177 -0.103
0.105 -0.096 -0.148
0.201 0.041 0.147
0.192 0.166 0.008
0.038 0.003 -0.037
-0.047 0.300 0.113
0.092 0.023 0.175
0.162 0.204 -0.006
-0.200 -0.170 0.064
-0.156 -0.035 -0.099
0.086 -0.142 -0.080
0.127 0.056 -0.210
-0.023 -0.003 0.083
0.203 0.039 0.112
0.191 0.156 -0.074
-0.034 -0.002 -0.012
0.062 -0.207 -0.130
-0.068 -0.161 0.070
-0.155 0.041 -0.104
-0.204 0.144 0.114
0.114 -0.210 -0.531
-0.009 -0.025 -0.128
0.229 -0.381 0.082
-0.004 0.092 -0.028
0.218 0.148 0.035
-0.052 0.134 -0.098
-0.004 0.097 0.147
-0.220 0.056 0.151

Computed properties:
total charge	-1

2.
Here is a single C5H10O2 molecule from the Open Molecules 2025 dataset. Energies are from the ωB97M-V functional and the def2-TZVPD basis.

Cartesian coordinates (Å):
C 0.596 1.668 1.183
C -0.267 0.527 0.718
O -1.574 0.903 1.059
C -0.040 -0.950 0.781
C -0.159 -0.298 -0.592
C 0.873 -0.812 -1.603
O -1.415 -0.183 -1.211
H 0.533 1.779 2.272
H 1.636 1.590 0.868
H 0.156 2.574 0.748
H -2.149 0.138 0.936
H -0.839 -1.594 1.141
H 0.963 -1.288 1.033
H 0.401 -1.734 -1.989
H 1.070 -0.182 -2.475
H 1.821 -1.148 -1.171
H -1.606 -0.990 -1.698

Force components x, y, z for each atom (eV/Å):
0.144 -0.072 -0.088
0.285 0.082 -0.061
-0.122 -0.083 -0.076
-0.044 -0.141 0.159
-0.011 -0.104 0.070
0.017 0.174 0.026
-0.322 -0.526 -0.065
0.096 -0.152 -0.201
-0.027 -0.072 0.032
0.221 -0.124 0.031
-0.012 0.302 -0.148
0.019 0.151 0.150
-0.165 -0.023 -0.125
0.182 0.198 0.037
-0.098 0.183 0.260
-0.166 0.359 0.104
0.002 -0.151 -0.104

Computed properties:
SMILES	C[C@]1(O)C[C@@]1(C)O
total charge	0
relative energy (zero: lowest compared OMol25 entry of this formula, charge and spin)	61.04	kcal per mole

3.
Here is a molecular structure, C32H29IIrNOS4 from the Open Molecules 2025 dataset. Energies are from the ωB97M-V functional and the def2-TZVPD basis.

Cartesian coordinates (Å):
Ir -1.115 -0.409 0.593
I 0.897 -0.223 2.441
C -0.129 1.309 3.395
C 0.437 1.910 4.478
C -0.277 2.940 5.132
C -1.512 3.296 4.675
C -2.105 2.654 3.558
C -3.406 3.012 3.132
C -3.987 2.347 2.095
C -3.282 1.334 1.410
C -1.999 0.970 1.736
C -1.403 1.620 2.870
H 1.409 1.605 4.841
H 0.160 3.430 5.991
H -2.077 4.073 5.174
H -3.926 3.802 3.659
H -4.996 2.593 1.788
H -3.788 0.820 0.601
S -1.956 -1.952 2.150
C -2.686 -3.254 1.241
C -3.156 -4.396 1.895
C -3.739 -5.425 1.177
C -3.856 -5.328 -0.209
C -3.406 -4.189 -0.855
C -2.826 -3.149 -0.125
S -2.260 -1.710 -0.950
H -3.059 -4.458 2.973
H -4.107 -6.303 1.694
H -4.297 -6.136 -0.779
H -3.498 -4.085 -1.930
N -1.445 1.159 -0.985
S -0.714 2.045 -2.083
C 0.225 0.970 -3.170
C 1.421 1.386 -3.742
C 2.056 0.557 -4.656
C 1.501 -0.674 -4.984
C 0.302 -1.074 -4.407
C -0.350 -0.242 -3.508
C 0.637 2.838 -1.241
C 1.449 2.093 -0.392
C 2.396 2.752 0.374
C 2.529 4.135 0.287
C 1.732 4.862 -0.584
C 0.777 4.211 -1.357
H -2.437 1.348 -1.031
H 1.862 2.336 -3.468
H 2.982 0.875 -5.118
H 2.003 -1.322 -5.692
H -0.135 -2.031 -4.662
H -1.284 -0.541 -3.055
H 1.326 1.018 -0.335
H 3.030 2.183 1.044
H 3.257 4.647 0.904
H 1.844 5.936 -0.657
H 0.147 4.771 -2.038
O 0.914 -1.101 -0.794
S 1.659 -2.284 -1.373
C 2.420 -3.125 0.041
C 3.681 -2.338 0.369
C 4.359 -2.102 -0.976
C 3.264 -1.603 -1.923
H 2.647 -4.143 -0.286
H 1.676 -3.151 0.837
H 4.323 -2.869 1.074
H 3.406 -1.382 0.823
H 4.780 -3.037 -1.350
H 5.171 -1.378 -0.899
H 3.418 -1.902 -2.958
H 3.121 -0.522 -1.880

Force components x, y, z for each atom (eV/Å):
-0.891 -0.891 0.342
-0.185 0.318 -0.565
0.180 -0.036 0.127
-0.139 0.170 0.083
0.063 -0.079 -0.059
-0.017 -0.024 -0.021
-0.076 -0.030 -0.036
0.046 0.046 0.105
0.075 -0.031 -0.105
-0.265 0.216 0.095
-0.358 -0.237 -0.030
-0.117 0.203 0.031
0.006 0.018 -0.016
-0.014 -0.001 -0.002
0.013 0.007 -0.011
-0.018 -0.025 0.001
0.005 -0.001 -0.011
0.016 -0.068 0.042
0.672 -0.061 0.182
0.064 0.008 0.452
-0.065 -0.047 0.003
0.027 0.098 0.004
0.040 0.053 -0.007
-0.062 0.004 0.007
-0.116 -0.003 -0.450
-0.053 0.667 -0.034
0.015 -0.033 -0.017
0.026 -0.009 -0.001
-0.010 0.014 -0.001
-0.030 -0.035 0.012
0.705 -0.258 -0.145
0.228 0.022 0.186
-0.018 -0.033 -0.094
-0.020 -0.018 0.059
-0.020 -0.013 -0.024
-0.013 -0.014 0.027
0.009 0.054 -0.026
0.019 -0.025 -0.083
0.027 0.102 0.129
-0.006 0.004 -0.068
-0.003 0.063 -0.057
0.003 -0.057 -0.012
0.018 -0.006 -0.023
0.007 0.050 0.040
-0.018 0.067 -0.002
-0.002 -0.002 -0.029
0.008 -0.004 0.036
-0.012 0.018 -0.003
0.005 0.004 0.015
-0.006 -0.041 0.048
0.021 0.041 -0.018
-0.027 0.018 0.025
0.007 -0.008 -0.019
-0.002 -0.007 -0.003
-0.051 -0.014 0.056
0.684 -0.326 -0.240
-0.440 0.282 0.155
0.091 0.050 0.044
0.017 -0.048 0.018
-0.077 0.122 0.076
0.140 -0.207 -0.084
0.008 -0.011 0.066
-0.081 -0.068 -0.086
-0.025 -0.013 -0.010
0.013 0.000 -0.005
0.009 -0.006 0.015
0.013 -0.006 -0.059
0.016 0.089 -0.024
-0.055 -0.013 0.000

Computed properties:
total charge	0
relative energy (zero: lowest compared OMol25 entry of this formula, charge and spin)	30.42	kcal per mole

| no. | E_tot (Eh) | M (g mol⁻¹) |
| --- | --- | --- |
| 1 | -8211.5380 | 946.99 |
| 2 | -346.9282 | 102.13 |
| 3 | -3361.5326 | 890.98 |